[1]
Computed, not measured: C36H52INO3PRbS2Si4 as an isolated structure in a non-equilibrium geometry, with the ωB97M-V functional and the def2-TZVPD basis.

Last column: Mulliken charge in e.
Positions of all 101 atoms, in Å:
Rb1 0.458 -0.240 -1.677  1.2156
I1 0.226 -2.471 1.576  0.1911
C1 1.795 -3.525 2.546  -0.3646
C2 1.568 -3.707 3.890  -0.5414
C3 2.381 -4.548 4.655  -0.8657
C4 3.376 -5.251 4.038  -0.7489
C5 3.644 -5.073 2.664  0.8875
C6 4.659 -5.852 2.075  -0.8952
C7 4.974 -5.701 0.754  -1.0948
C8 4.320 -4.727 0.002  -0.0815
C9 3.325 -3.917 0.524  1.0954
P1 2.775 -2.529 -0.578  0.4135
C10 2.268 -3.568 -2.027  1.4751
C11 0.952 -4.031 -2.033  -0.4411
C12 0.497 -4.873 -3.035  -0.3556
C13 1.343 -5.259 -4.063  -0.7762
C14 2.643 -4.779 -4.086  -0.8723
C15 3.102 -3.946 -3.078  -0.3434
C16 4.375 -1.870 -1.202  0.9445
C17 5.572 -1.927 -0.491  -0.6485
C18 6.714 -1.311 -0.979  -0.6413
C19 6.681 -0.636 -2.191  -0.5601
C20 5.491 -0.556 -2.898  -0.8962
C21 4.342 -1.145 -2.396  -1.1409
C22 2.897 -4.129 1.874  0.0551
H1 0.731 -3.200 4.350  0.4051
H2 2.188 -4.663 5.713  0.3742
H3 3.977 -5.965 4.591  0.3374
H4 5.172 -6.575 2.699  0.3459
H5 5.750 -6.309 0.304  0.4039
H6 4.619 -4.590 -1.027  0.3009
H7 0.269 -3.729 -1.247  0.0470
H8 -0.526 -5.224 -3.030  0.2373
H9 0.988 -5.920 -4.844  0.3779
H10 3.302 -5.045 -4.904  0.3788
H11 4.116 -3.573 -3.132  0.3561
H12 5.611 -2.441 0.461  0.4528
H13 7.639 -1.360 -0.416  0.3864
H14 7.574 -0.155 -2.571  0.3470
H15 5.446 -0.028 -3.841  0.4733
H16 3.410 -1.042 -2.946  0.9241
C23 -3.106 -4.093 -3.198  -1.4359
C24 -3.760 -3.204 -2.135  2.5493
C25 -4.426 -4.059 -1.048  -1.7548
C26 -4.770 -2.256 -2.798  -1.5377
C27 -2.730 -2.380 -1.506  -0.9504
N1 -1.903 -1.723 -1.060  -0.2154
H17 -3.884 -4.647 -3.728  0.4653
H18 -2.424 -4.807 -2.734  0.2166
H19 -2.554 -3.483 -3.914  0.3875
H20 -5.215 -4.665 -1.498  0.3794
H21 -4.865 -3.428 -0.274  0.4189
H22 -3.700 -4.721 -0.575  0.3711
H23 -5.511 -2.844 -3.344  0.4041
H24 -4.256 -1.588 -3.493  0.1860
H25 -5.280 -1.650 -2.048  0.3929
O1 0.115 1.643 -5.494  -0.7270
S1 -0.283 0.743 -4.418  0.9765
O2 0.704 -0.346 -4.205  -0.6709
O3 -0.501 1.452 -3.136  -0.7924
S2 -2.050 -0.152 -4.909  -0.6962
C28 -0.364 3.405 3.882  -1.1597
Si1 0.732 4.055 2.456  0.1962
C29 -0.480 4.973 1.306  -1.1259
C30 1.732 5.470 3.287  -1.1558
Si2 1.798 2.332 1.278  0.2806
Si3 3.201 1.361 2.892  -0.0115
C31 2.240 0.640 4.381  -1.1332
C32 4.611 2.383 3.701  -1.1166
C33 4.102 -0.160 2.174  -0.3322
Si4 3.255 3.491 -0.150  0.3543
C34 4.634 4.661 0.509  -1.1230
C35 4.202 2.203 -1.186  -0.5133
C36 2.337 4.565 -1.424  -1.1749
H26 -1.012 4.182 4.300  0.3751
H27 0.253 3.009 4.693  0.2859
H28 -0.999 2.591 3.523  0.2783
H29 -1.175 5.625 1.846  0.3672
H30 -1.070 4.254 0.733  0.2881
H31 0.063 5.588 0.584  0.2937
H32 1.102 6.236 3.750  0.3886
H33 2.366 5.962 2.544  0.2274
H34 2.390 5.064 4.060  0.2564
H35 1.815 1.431 5.003  0.2829
H36 2.867 0.005 5.015  0.3973
H37 1.408 0.026 4.022  0.2009
H38 4.196 3.274 4.181  0.1770
H39 5.304 2.722 2.928  0.2532
H40 5.184 1.828 4.451  0.3556
H41 3.391 -0.799 1.641  -0.4189
H42 4.583 -0.768 2.949  0.4947
H43 4.868 0.137 1.453  0.2502
H44 5.346 4.106 1.127  0.3076
H45 4.198 5.442 1.139  0.1541
H46 5.193 5.153 -0.292  0.3954
H47 4.601 1.399 -0.561  -0.2453
H48 5.039 2.632 -1.745  0.4376
H49 3.521 1.749 -1.912  0.1461
H50 1.821 5.402 -0.947  0.2467
H51 1.583 3.969 -1.946  0.3257
H52 3.016 4.972 -2.178  0.3685

Forces on atoms 1 to 3 (eV/Å):
0.6 -0.5 1.7
0.2 -0.2 0.3
-0.6 0.4 0.0

Total charge: -2
Kohn-Sham gap, hartree: 0.165
Relative energy (zero: lowest compared OMol25 entry of this formula, charge and spin), kJ/mol: 138.4
HOMO energy, eV: -1.19
DFT total energy, hartree: -4301.09902

=====

[2]
Computed, not measured: a 2-piece molecular cluster, C4H4ClNO overall in a non-equilibrium geometry, with the ωB97M-V functional and the def2-TZVPD basis.

Last column: Mulliken charge in e.
Positions of all 11 atoms, in Å:
C1 -0.294 -1.725 -0.134  -0.7488
C2 0.437 1.807 -0.003  -0.2934
C3 0.208 -0.514 -0.177  0.3440
C4 2.434 -0.636 -0.046  0.3941
N1 -0.034 0.709 -0.510  -0.3996
O1 2.987 -1.678 -0.149  -0.3718
Cl1 3.079 0.966 0.105  -0.1412
H1 -1.355 -1.993 0.116  0.2758
H2 0.406 -2.467 0.127  0.2771
H3 0.164 2.772 -0.408  0.2543
H4 0.970 1.969 0.872  0.4096

Forces on atoms 1 to 3 (eV/Å):
-1.4 0.0 1.5
-2.1 -0.9 -1.3
3.5 -1.1 0.1

Total charge: 0
Kohn-Sham gap (spin up / spin down), hartree: 0.299 / 0.299
Relative energy (zero: lowest compared OMol25 entry of this formula, charge and spin), kJ/mol: 385.1
HOMO energy (spin up / spin down), eV: -8.77 / -8.77
DFT total energy, hartree: -744.85462

=====

[3]
Computed, not measured: a single C6H6O2 molecule in a non-equilibrium geometry, with the ωB97M-V functional and the def2-TZVPD basis.

Last column: Mulliken charge in e.
Positions of all 14 atoms, in Å:
C1 -1.402 0.046 0.278  0.1504
C2 -0.777 1.287 -0.289  -0.6040
C3 0.559 1.196 -0.186  -0.4092
C4 1.342 0.004 0.250  0.0881
C5 0.583 -1.242 0.298  -0.3654
C6 -0.680 -1.006 -0.456  -0.3576
H1 -1.308 -0.079 1.383  0.2593
H2 -1.269 2.292 -0.426  0.3365
H3 1.157 2.049 -0.451  0.3940
H4 2.128 0.203 0.951  0.4759
H5 0.630 -2.010 1.021  0.5216
H6 -0.495 -0.656 -1.476  0.4302
O1 -2.062 -1.069 -0.245  -0.4501
O2 1.596 -1.014 -0.654  -0.4697

Forces on atoms 1 to 3 (eV/Å):
0.6 0.3 1.0
-0.6 1.5 1.0
0.1 1.2 -0.8

SMILES: C1=C[C@H]2O[C@@H]2[C@H]2O[C@@H]12
Total charge: 0
Kohn-Sham gap, hartree: 0.369
Relative energy (zero: lowest compared OMol25 entry of this formula, charge and spin), kJ/mol: 464.8
HOMO energy, eV: -9.21
DFT total energy, hartree: -382.50873

=====

[4]
Computed, not measured: a 3-piece molecular cluster, C20H33N3O3 overall in a non-equilibrium geometry, with the ωB97M-V functional and the def2-TZVPD basis.

Last column: Mulliken charge in e.
Positions of all 59 atoms, in Å:
C1 3.153 -3.619 0.433  -0.8824
N1 2.871 -2.576 -0.571  0.0831
C2 2.720 -1.243 0.025  -1.2434
C3 1.799 -2.925 -1.451  -0.1723
O1 2.026 -3.699 -2.362  -0.5570
C4 0.369 -2.401 -1.276  0.4657
C5 -0.567 -3.399 -0.596  0.5089
C6 -0.189 -4.671 -0.373  -0.3640
C7 -1.058 -5.589 0.300  -1.1006
C8 -2.265 -5.157 0.697  -0.2894
C9 -2.728 -3.840 0.457  0.3206
N2 -3.977 -3.509 0.886  -0.6537
C10 -4.251 -2.257 0.627  -0.2765
C11 -3.396 -1.351 -0.048  -0.3535
N3 -2.207 -1.677 -0.484  -0.3501
C12 -1.862 -2.963 -0.199  -0.0022
H1 4.008 -4.214 0.090  0.2626
H2 2.291 -4.244 0.682  0.3028
H3 3.496 -3.124 1.351  0.4185
H4 2.284 -0.511 -0.659  0.5052
H5 3.732 -0.880 0.259  0.3785
H6 2.187 -1.264 0.992  0.3818
H7 -0.015 -2.204 -2.287  0.3307
H8 0.322 -1.440 -0.754  0.0273
H9 0.771 -5.072 -0.682  0.6273
H10 -0.752 -6.612 0.491  0.4024
H11 -2.922 -5.841 1.234  0.4103
H12 -5.220 -1.880 0.961  0.3830
H13 -3.749 -0.332 -0.203  0.4688
C13 -0.508 2.179 1.065  -1.0051
C14 -0.826 0.933 1.873  0.2037
O2 -0.537 1.054 3.255  -0.4725
C15 -1.229 2.074 3.951  -0.2890
C16 -2.740 1.924 3.917  -1.0204
H14 0.544 2.447 1.177  0.2186
H15 -0.715 2.010 0.008  0.4750
H16 -1.099 3.038 1.387  0.2675
H17 -0.213 0.109 1.503  -0.0610
H18 -1.870 0.630 1.730  0.0802
H19 -0.927 3.060 3.579  0.2745
H20 -0.888 2.017 4.986  0.3618
H21 -3.134 1.981 2.902  0.2446
H22 -3.212 2.714 4.504  0.3926
H23 -3.036 0.958 4.331  0.2745
C17 0.799 3.574 -4.128  -1.0495
C18 0.316 4.243 -2.853  -0.3550
O3 0.773 3.614 -1.668  -0.3310
C19 2.177 3.554 -1.490  -0.2006
C20 2.849 4.916 -1.447  -1.2293
H24 0.493 2.526 -4.149  0.2784
H25 0.384 4.078 -5.001  0.3912
H26 1.887 3.598 -4.216  0.2708
H27 -0.773 4.196 -2.818  0.3401
H28 0.581 5.306 -2.846  0.2963
H29 2.630 2.920 -2.259  0.2969
H30 2.338 3.048 -0.537  0.3154
H31 2.723 5.464 -2.382  0.2843
H32 3.919 4.803 -1.267  0.3973
H33 2.422 5.526 -0.649  0.3177

Forces on atoms 1 to 3 (eV/Å):
1.0 0.2 -0.1
-1.7 0.7 0.1
0.8 0.0 0.7

SMILES: CN(C)C(=O)Cc1cccc2nccnc12.CCOCC.CCOCC
Total charge: 0
Kohn-Sham gap, hartree: 0.323
Relative energy (zero: lowest compared OMol25 entry of this formula, charge and spin), kJ/mol: 432.3
HOMO energy, eV: -9.08
DFT total energy, hartree: -1171.80948